# 1
# C41H31Cl2N8O4SW

C41H31Cl2N8O4SW as an isolated structure at a distorted geometry (the ωB97M-V functional and the def2-TZVPD basis, the Open Molecules 2025 dataset).

Structure (XYZ):
```
88
Properties=species:S:1:pos:R:3:forces:R:3:lowdin_charge:R:1
W 0.43519 -0.20235 -1.04686 -1.6 0.2 0.7 1.659
O 2.94182 -3.06863 -2.61697 0.0 -0.2 0.0 0.094
C 2.06555 -2.49472 -2.00371 0.1 0.3 0.1 -0.453
N 2.13073 -1.28174 -1.37929 0.5 -0.3 -0.3 -0.094
C 3.36321 -0.67732 -1.05782 0.2 0.5 0.2 -0.253
C 4.59876 -1.30913 -1.03470 -0.1 -0.1 -0.1 -0.005
C 5.73322 -0.58260 -0.70514 0.0 0.0 0.0 -0.073
C 5.63938 0.76372 -0.40037 0.0 0.0 0.0 -0.073
C 4.40795 1.40401 -0.39783 -0.1 0.0 0.1 -0.001
C 3.26199 0.68366 -0.71294 0.2 -0.4 -0.3 -0.209
N 1.93169 1.17298 -0.71444 0.4 0.2 0.1 -0.043
C 1.67355 2.51227 -0.62986 0.0 -0.3 -0.1 -0.447
O 2.44728 3.44096 -0.71533 0.0 0.1 0.1 0.096
C 0.22038 2.74024 -0.37580 -0.2 -0.1 -0.1 -0.160
C -0.24767 3.96838 0.04952 0.1 0.1 0.0 0.030
C -1.57742 4.09361 0.40085 -0.1 -0.1 0.0 -0.014
C -2.38016 2.96098 0.33822 0.1 0.2 0.0 -0.075
C -1.84180 1.77295 -0.10697 0.0 -0.2 -0.1 -0.187
N -0.56235 1.65378 -0.50301 -0.3 1.1 0.5 -0.062
C 0.71080 -3.08351 -1.79469 -0.3 0.0 0.1 -0.153
C 0.39825 -4.39467 -2.09693 0.2 0.0 -0.1 0.034
C -0.84197 -4.88554 -1.73791 -0.2 0.1 0.1 -0.013
C -1.72212 -4.04834 -1.06030 0.1 -0.2 -0.1 -0.018
C -1.34764 -2.74751 -0.80928 0.0 0.2 0.0 -0.164
N -0.15904 -2.25112 -1.19292 -0.2 -1.3 -0.1 -0.105
H 4.66879 -2.35737 -1.27839 0.0 0.0 0.0 0.109
H 6.69339 -1.08110 -0.69197 0.0 0.0 0.0 0.107
H 6.52870 1.33040 -0.15876 0.0 0.0 0.0 0.107
H 4.33515 2.44588 -0.13937 0.0 0.0 0.0 0.103
H 0.45681 4.78552 0.11929 0.0 0.0 0.0 0.131
H -1.97767 5.04009 0.73855 0.0 0.0 0.0 0.122
H -3.41695 2.99480 0.64187 0.0 0.0 0.0 0.098
H -2.44396 0.87966 -0.14556 0.0 0.0 0.0 0.060
H 1.14329 -5.00009 -2.59422 0.0 0.0 0.0 0.132
H -1.12234 -5.90603 -1.96097 0.0 0.0 0.0 0.122
H -2.68926 -4.39811 -0.73020 0.0 0.0 0.0 0.119
H -2.00130 -2.06711 -0.28305 0.0 0.0 0.0 0.101
C -3.93332 2.10738 -2.85882 -0.2 0.1 0.1 -0.001
N -2.72410 1.98864 -3.65398 0.2 -0.1 0.0 -0.089
C -2.37063 2.84553 -4.67724 0.0 0.1 0.0 -0.009
C -1.19184 2.42298 -5.16999 0.0 0.0 -0.1 0.003
N -0.83638 1.29675 -4.44670 -0.3 0.2 0.2 0.003
C -1.77579 1.04627 -3.51202 0.0 0.0 -0.1 -0.634
S -1.81440 -0.32038 -2.49534 0.6 -0.3 0.4 0.777
C 0.35880 0.55961 -4.66977 0.4 -0.1 0.1 -0.275
C 0.63689 0.16529 -5.96385 -0.2 0.1 -0.1 0.011
C 1.88308 -0.36779 -6.24426 0.2 0.0 0.3 -0.018
C 2.80517 -0.40295 -5.21357 0.0 0.0 -0.3 -0.010
C 2.41638 -0.01116 -3.94646 -0.1 0.0 0.2 -0.084
N 1.17818 0.39980 -3.62656 0.1 0.2 -0.6 0.109
H -4.76341 2.37680 -3.50787 0.0 0.0 0.0 0.105
H -3.81384 2.87688 -2.09769 0.1 0.0 0.0 0.089
H -4.14178 1.15360 -2.38312 0.0 0.0 0.0 0.076
H -2.98477 3.68480 -4.95232 0.0 0.0 0.0 0.138
H -0.57538 2.82371 -5.95454 0.0 0.0 0.0 0.141
H -0.11540 0.28507 -6.73227 0.0 0.0 0.0 0.127
H 2.13451 -0.71741 -7.23552 0.0 0.0 0.0 0.123
H 3.81913 -0.74192 -5.36990 0.0 0.0 0.0 0.125
H 3.13998 -0.01568 -3.14947 0.0 -0.1 0.1 0.104
Cl -3.73150 0.77054 2.51565 -0.1 0.1 -0.1 0.752
C -3.69244 -0.28761 3.90032 0.0 -0.2 0.1 -0.566
C -4.80831 -1.05568 4.16067 0.0 0.0 0.0 -0.117
C -4.79955 -1.91755 5.24002 -0.1 -0.1 0.0 -0.087
C -3.67521 -1.98111 6.04125 0.0 0.0 0.0 -0.118
C -2.56366 -1.19381 5.78775 0.0 0.2 -0.2 -0.567
Cl -1.28125 -1.31656 6.95117 0.2 0.2 -0.2 0.739
C -2.52501 -0.30433 4.68608 0.1 -0.1 0.1 -0.294
N -1.50164 0.56280 4.34766 0.0 0.0 0.3 0.063
C -0.10232 0.40397 4.58958 0.0 -0.2 0.1 -0.244
C 0.54768 1.32770 5.39879 -0.1 -0.1 0.1 -0.031
C 1.89540 1.18628 5.67669 0.0 0.0 0.0 -0.073
C 2.60045 0.11710 5.14208 0.1 0.0 0.0 -0.065
C 1.96337 -0.78340 4.30552 0.0 0.0 0.0 -0.025
C 0.61262 -0.64445 4.00886 -0.2 -0.1 0.1 -0.164
C -0.04049 -1.58399 3.01420 0.1 0.3 -0.1 -0.017
C 0.35399 -1.11151 1.62894 0.5 -0.1 0.0 -0.587
O 1.51088 -1.18677 1.22424 -0.1 -0.1 0.3 0.041
O -0.56122 -0.58173 0.87494 0.1 0.2 -1.1 -0.172
H -5.67408 -0.97689 3.51818 0.0 0.0 0.0 0.104
H -5.66809 -2.51915 5.46732 0.0 0.0 0.0 0.109
H -3.65146 -2.63489 6.90206 0.0 0.0 0.0 0.105
H -1.74116 1.21448 3.62088 0.0 0.0 0.0 0.077
H -0.02926 2.13140 5.83827 0.0 0.0 0.0 0.117
H 2.38983 1.89647 6.32640 0.0 0.0 0.0 0.106
H 3.65031 -0.01192 5.37087 0.0 0.0 0.0 0.107
H 2.51948 -1.59444 3.85355 0.0 0.0 0.0 0.121
H -1.12186 -1.59106 3.10888 0.0 0.0 0.0 0.108
H 0.33916 -2.59661 3.14767 0.0 0.0 0.0 0.137
```
Positions in Å, forces in eV/Å.

Frontier orbital gap (spin up / spin down) ... 6.85 / 6.48 eV
HOMO (spin up / spin down) ... -9.73 / -9.92 eV
Strongest force on any atom ... 1.72 eV/Å
Spin multiplicity ... 3
Net charge ... +1
Calculated total energy ... -100835.827 eV


# 2
# C41H112N4O23

A 15-piece molecular cluster, C41H112N4O23 overall at a distorted geometry (the ωB97M-V functional and the def2-TZVPD basis, the Open Molecules 2025 dataset).

Structure (XYZ):
```
180
Properties=species:S:1:pos:R:3:forces:R:3:lowdin_charge:R:1
C 13.85862 26.37630 11.51794 -0.2 0.5 -1.4 -0.079
C 13.42418 25.73269 12.81264 -0.7 0.6 -0.8 -0.225
O 14.52011 25.19761 13.53319 0.1 -0.4 0.3 0.025
C 15.06199 24.04623 13.08191 -1.2 0.3 -1.0 -0.585
O 14.66681 23.41996 12.11947 0.6 0.4 0.9 0.120
O 16.04949 23.77256 13.90096 1.5 0.0 0.0 0.027
C 16.85233 22.61780 13.68160 -0.2 -1.8 0.3 -0.018
H 13.09439 26.99421 11.04652 -0.6 0.1 0.5 0.073
H 14.02567 25.67672 10.69893 0.5 -0.4 0.4 0.074
H 14.69362 27.07528 11.56614 0.3 -0.3 0.5 0.081
H 12.63630 25.01162 12.59494 0.3 -0.5 0.1 0.125
H 12.92830 26.46945 13.44460 0.5 0.0 0.3 0.121
H 17.93931 22.68247 13.73045 -0.1 1.4 0.2 0.077
H 16.68724 22.07259 12.75231 -0.7 0.4 -0.1 0.099
H 16.59681 21.95064 14.50482 0.0 -0.2 -0.1 0.080
C 25.20234 17.70318 21.08855 0.8 1.4 0.3 -0.067
C 25.30603 17.65875 19.57130 -0.6 -1.9 0.5 -0.198
O 23.97106 17.71224 18.95537 -0.8 -0.5 -1.0 -0.029
C 23.07831 16.61750 18.73511 1.1 1.9 -0.4 -0.524
O 23.24972 15.54385 19.20145 -0.2 -0.9 0.2 0.152
O 22.07552 17.04674 17.92660 1.3 1.4 0.7 -0.037
C 20.96631 16.27095 17.49068 -0.2 -1.3 0.6 -0.030
H 24.71388 18.58948 21.49349 -1.0 -0.1 -0.3 0.067
H 26.17629 17.95440 21.50855 0.6 -0.6 -0.2 0.056
H 24.85949 16.78557 21.56662 -0.2 0.1 -0.3 0.083
H 25.91807 16.77708 19.38110 -1.0 -1.1 -0.4 0.118
H 26.02523 18.30567 19.06895 -1.1 1.3 0.2 0.085
H 20.04373 16.84130 17.38274 0.4 0.7 0.3 0.087
H 20.74483 15.51011 18.23912 0.1 -0.3 -0.2 0.090
H 21.14773 15.82889 16.51100 0.4 -0.1 0.1 0.095
C 23.67638 24.91572 22.09025 -0.5 1.0 -0.5 -0.108
O 23.56117 25.94203 23.04278 -0.9 0.1 -0.9 -0.193
C 24.28791 25.75940 24.20463 0.2 0.9 -0.7 -0.243
C 23.60889 24.71704 25.02999 0.9 -0.4 0.4 -0.235
N 24.07812 24.73197 26.38114 -0.7 0.3 1.7 -0.076
C 23.19886 23.95254 27.26772 0.5 0.4 1.2 -0.184
C 22.51679 24.76769 28.43329 0.4 -1.9 -0.9 -0.196
O 21.59185 23.86305 29.02199 0.0 -0.3 0.6 -0.214
C 21.23726 24.28867 30.33055 -1.3 0.4 -0.8 -0.121
H 22.83582 25.15963 21.44059 0.2 -0.5 -0.5 0.079
H 23.56037 23.89352 22.45046 0.1 0.0 0.3 0.077
H 24.62573 25.06947 21.57722 0.2 -0.5 -0.3 0.090
H 24.31715 26.77889 24.58919 0.0 -0.3 0.9 0.133
H 25.30167 25.49703 23.90205 0.5 -0.3 0.4 0.123
H 23.92067 23.73574 24.67231 -0.7 -0.3 -0.9 0.118
H 22.52733 24.84936 25.00150 0.1 0.0 -0.1 0.139
H 25.02281 24.37565 26.40748 -0.1 0.0 0.2 0.110
H 23.77479 23.16720 27.75725 0.1 -0.1 0.1 0.112
H 22.42207 23.41424 26.72465 -0.2 0.2 -0.2 0.111
H 21.98547 25.61929 28.00834 0.2 0.4 0.3 0.122
H 23.21923 24.93698 29.24939 0.5 1.0 -0.5 0.115
H 21.95955 24.19120 31.14104 0.5 -0.3 -0.3 0.084
H 20.32374 23.75793 30.59869 0.1 -0.2 0.1 0.086
H 20.95591 25.33832 30.24577 0.0 0.3 0.3 0.082
C 25.20972 22.43930 19.53155 0.8 -1.0 0.7 -0.087
O 23.80671 22.58661 19.56327 1.1 1.9 -0.9 -0.230
C 23.03357 21.72659 20.33425 -0.7 -0.8 -0.2 -0.191
C 22.16229 20.94740 19.31857 -0.1 -0.5 1.2 -0.170
N 20.97652 21.60707 18.75542 0.4 -0.3 1.0 -0.040
C 19.99728 20.71686 18.11405 1.1 -0.6 -0.6 -0.164
C 20.44643 20.24098 16.69627 -1.3 1.1 1.7 -0.187
O 20.04046 21.37039 15.92182 1.1 -0.8 -1.4 -0.192
C 20.42194 21.20075 14.55187 0.1 -0.4 0.0 -0.092
H 25.46380 21.38774 19.39832 0.0 -0.4 0.6 0.080
H 25.68436 22.85491 20.42042 -0.1 -0.3 0.4 0.088
H 25.81164 22.85901 18.72555 -1.2 0.8 -0.6 0.086
H 22.54544 22.23337 21.16672 -0.8 0.6 -0.6 0.108
H 23.60049 21.03060 20.95256 0.7 -0.5 -0.6 0.116
H 21.86858 20.06608 19.88876 -0.5 -0.3 -0.3 0.108
H 22.84507 20.60735 18.53993 0.2 -0.2 -0.1 0.110
H 21.31777 22.28686 18.09095 -0.4 0.3 -0.2 0.100
H 19.06354 21.27497 18.04511 -0.1 -0.2 -0.3 0.108
H 19.80912 19.80998 18.68874 0.1 0.2 0.6 0.107
H 19.94858 19.30355 16.44832 -0.5 0.1 -0.5 0.110
H 21.50829 19.99494 16.69059 0.3 0.4 -0.3 0.108
H 21.46634 20.92031 14.41513 0.4 0.5 0.4 0.074
H 20.21421 22.09549 13.96502 0.0 0.0 0.3 0.074
H 19.93938 20.32764 14.11265 -0.7 0.0 0.0 0.074
C 18.24447 24.25026 22.76837 0.0 -0.8 -0.1 -0.116
O 18.84676 25.31973 22.13937 0.3 1.5 0.0 -0.166
C 19.71514 25.04108 21.09078 0.6 -0.1 -1.2 -0.242
C 18.99672 24.92606 19.76599 -0.9 0.5 0.2 -0.218
N 18.10030 26.04045 19.48803 -0.6 -0.1 -1.0 -0.043
C 17.45447 26.14783 18.15318 1.1 -0.9 0.9 -0.163
C 16.53486 24.95739 17.77353 0.7 1.8 -0.3 -0.194
O 15.24707 25.21083 18.32090 -0.6 -0.7 0.2 -0.175
C 14.47172 26.16635 17.62368 0.1 0.6 -0.1 -0.117
H 19.04208 23.63341 23.18240 -0.3 -0.3 0.6 0.084
H 17.69550 23.60757 22.08011 -0.2 -0.1 -0.2 0.076
H 17.52857 24.66025 23.48075 0.3 -0.2 0.2 0.095
H 20.26188 24.09936 21.13928 0.0 -0.3 0.8 0.099
H 20.49022 25.80465 21.02505 -0.2 0.5 0.3 0.119
H 18.49653 23.95936 19.82438 -0.7 -0.2 -0.1 0.094
H 19.73698 24.73060 18.99016 0.3 0.5 -0.4 0.110
H 17.91930 26.78399 20.14719 0.3 -0.7 0.1 0.111
H 18.28304 26.23186 17.44995 -0.2 0.0 -0.6 0.092
H 16.84466 27.04731 18.06856 0.3 0.1 0.3 0.101
H 17.00684 24.02473 18.08253 -0.7 -0.1 0.6 0.101
H 16.50604 24.88817 16.68611 -0.3 0.1 -0.3 0.108
H 14.89742 27.16978 17.62451 0.7 0.1 -0.2 0.070
H 13.52608 26.40712 18.10937 -0.1 -1.0 0.4 0.086
H 14.26446 25.90091 16.58701 0.1 -0.3 -0.1 0.081
C 16.43237 20.36320 17.11056 0.3 -0.8 0.1 -0.093
O 16.95126 19.26414 17.85722 1.4 -0.3 -0.4 -0.215
C 16.46307 19.14470 19.17532 0.1 0.0 0.5 -0.195
C 17.13529 18.02493 20.02176 -0.3 -0.6 -1.2 -0.193
N 16.79791 16.66444 19.62752 -0.3 -0.2 -1.1 -0.067
C 17.67051 15.63631 20.14148 -0.8 -0.4 -0.1 -0.225
C 17.28689 14.26900 19.51526 1.3 0.6 0.5 -0.197
O 17.67905 14.23727 18.12581 -0.4 -1.4 -0.2 -0.192
C 17.53566 12.90082 17.55676 0.4 -0.2 0.7 -0.103
H 17.02631 20.45902 16.20163 0.0 -0.4 -0.1 0.069
H 16.55532 21.33846 17.58156 -0.3 0.0 0.6 0.081
H 15.40120 20.11017 16.86404 -0.2 0.5 -0.1 0.093
H 15.38477 19.05753 19.04203 -0.3 -0.2 0.8 0.124
H 16.73498 20.05624 19.70753 -0.4 0.4 0.2 0.099
H 16.87465 18.04637 21.07993 -0.2 0.8 0.1 0.122
H 18.21568 18.15663 19.96254 0.4 0.3 0.0 0.088
H 16.81937 16.51258 18.62924 -0.2 0.7 -0.4 0.102
H 17.54030 15.66701 21.22324 0.1 -0.7 0.2 0.112
H 18.73449 15.80364 19.97407 0.3 0.2 -0.2 0.097
H 16.23023 14.05038 19.66945 -0.1 0.0 -0.2 0.122
H 17.90967 13.55746 20.05743 -0.2 -0.5 0.0 0.115
H 16.54603 12.45883 17.67241 -0.5 0.7 -0.4 0.081
H 18.11986 12.10092 18.01168 0.7 0.4 1.1 0.072
H 17.93508 12.77612 16.55027 -0.6 1.1 -0.3 0.082
C 22.30495 23.81475 11.42384 -0.7 -0.2 0.6 -0.152
O 22.73418 22.86643 12.41259 0.1 -0.1 -1.3 -0.133
H 21.28026 24.12617 11.62662 -0.2 0.3 0.3 0.062
H 22.90338 24.71947 11.31676 0.4 -0.1 0.2 0.074
H 22.20613 23.34622 10.44465 0.5 -0.4 0.2 0.074
H 22.94811 23.24234 13.26964 -0.2 0.6 0.2 0.031
C 21.01523 17.43117 21.89061 0.2 -0.3 0.4 -0.137
O 19.70314 16.92929 22.15471 0.3 0.3 -0.4 -0.128
H 21.76093 16.71279 22.23115 0.2 -0.1 0.1 0.078
H 21.20833 17.57314 20.82729 -0.5 0.0 -0.1 0.066
H 21.18282 18.37039 22.41775 0.0 0.2 -0.1 0.078
H 19.64048 16.86255 23.11034 -0.1 -0.1 0.1 0.081
C 24.27231 18.61018 14.49091 1.3 -1.0 -0.6 -0.153
O 23.36417 17.69557 15.07840 -0.8 1.1 0.5 -0.120
H 25.16255 18.75988 15.10178 0.1 -0.1 0.3 0.071
H 24.62605 18.19696 13.54634 0.1 0.1 -0.2 0.079
H 23.94277 19.62341 14.26097 -1.1 -0.4 0.3 0.054
H 23.58915 16.77283 14.93869 0.4 0.3 -0.4 0.082
C 20.41691 17.44943 13.23445 0.0 -1.8 -2.0 -0.122
O 21.27859 16.36944 12.74831 0.3 0.1 1.1 -0.159
H 19.44590 17.11484 12.86935 -0.5 0.7 0.2 0.073
H 20.35749 17.46693 14.32268 0.7 0.3 -0.2 0.065
H 20.75483 18.31660 12.66707 -0.3 0.6 0.9 0.078
H 21.21137 16.33676 11.79123 -0.1 0.1 0.0 0.063
C 20.22643 25.10387 15.37943 1.0 1.1 0.2 -0.169
O 19.22318 25.97044 14.96172 -2.1 0.3 -0.2 -0.122
H 20.73266 24.67228 14.51597 0.1 -0.6 0.2 0.070
H 20.93041 25.71486 15.94441 0.6 -0.3 0.1 0.078
H 19.81520 24.39411 16.09723 -0.1 -0.3 -0.4 0.077
H 19.48745 26.69063 14.38458 0.5 -0.3 0.1 0.083
C 23.89477 25.91676 18.43478 -0.6 0.0 -1.4 -0.127
O 23.19255 24.75194 17.98648 0.0 0.4 0.2 -0.140
H 23.65478 26.23968 19.44781 0.1 -0.2 0.0 0.068
H 24.96426 25.83675 18.24012 0.2 -0.2 0.5 0.076
H 23.55924 26.67361 17.72577 0.0 0.4 0.3 0.076
H 23.27611 24.05368 18.63997 0.2 -0.3 0.4 0.021
C 18.67865 20.71279 21.94848 1.1 1.4 -1.5 -0.085
O 19.71644 21.67766 21.49216 -0.8 -1.1 1.4 -0.161
H 18.81327 19.76420 21.42870 0.1 -0.2 0.4 0.047
H 18.72593 20.62063 23.03355 0.0 0.0 -0.2 0.083
H 17.73438 21.13373 21.60314 -0.3 -0.1 0.4 0.064
H 19.97378 21.48563 20.58745 0.0 0.1 -0.5 0.009
C 28.18818 19.85399 20.11516 -0.2 0.1 0.2 -0.142
O 28.31539 21.29703 20.09203 0.1 -1.4 0.0 -0.111
H 27.54239 19.50761 19.30826 -0.2 0.1 0.1 0.052
H 29.09434 19.25491 20.02529 0.6 0.6 -0.2 0.078
H 27.78737 19.52264 21.07311 -0.3 0.5 0.0 0.070
H 28.46994 21.50129 19.16684 0.1 0.3 0.0 0.072
C 23.98372 22.12957 15.68184 0.8 -0.6 1.5 -0.168
O 23.24666 23.24163 15.36754 -0.8 1.3 -1.5 -0.113
H 24.56818 21.75365 14.84209 -0.6 -0.1 -0.3 0.086
H 24.73505 22.37797 16.43144 0.3 0.1 0.3 0.071
H 23.33051 21.40811 16.17266 0.2 -0.7 -0.4 0.071
H 22.62140 23.44697 16.06646 0.2 0.2 0.2 0.060
```
Positions in Å, forces in eV/Å.

Frontier orbital gap ... 7.59 eV
HOMO ... -7.32 eV
Strongest force on any atom ... 2.71 eV/Å
Calculated total energy ... -97372.338 eV